No. 1
A 23-piece molecular cluster, C11H68NO22 overall at a distorted geometry. Source: the OMol25 dataset; level of theory: ωB97M-V/def2-TZVPD.

Summary:
- Net charge: +1
- Spin multiplicity: 1
- Gap between HOMO and LUMO: 9.8 eV
- Lowest unoccupied orbital energy: -0.09497 Eh
- Max |F|: 10.1 eV/A
- DFT total energy: -59032.74751 eV

Cartesian coordinates (Å):
O  0.37  -3.47  0.90
O  -1.18  6.45  0.88
O  -4.60  5.42  -1.29
O  4.22  -3.10  -2.09
O  -2.72  -2.56  2.44
O  -2.46  -4.02  -1.13
O  3.43  2.44  5.04
O  -0.06  -2.57  6.80
O  -2.30  5.86  -3.95
O  3.83  -1.66  4.82
O  3.35  -3.03  0.60
O  -2.12  -1.48  5.25
O  -2.35  -3.65  -3.86
O  -3.78  -1.41  0.09
O  -1.24  -1.64  -5.44
O  3.43  -2.81  -4.80
O  3.88  1.07  1.34
O  2.25  3.52  2.58
O  2.88  4.22  -0.17
O  3.02  -0.10  -4.44
O  -5.31  0.72  -0.96
O  0.57  -3.91  3.74
N  -0.40  0.94  -1.23
C  1.08  -0.27  3.62
C  -0.11  -1.39  -2.02
C  0.47  0.00  -1.95
C  0.30  2.32  -1.35
C  0.62  -2.38  -2.79
C  -0.77  3.39  -1.76
C  0.50  0.21  1.10
C  -2.02  2.60  -1.72
C  -1.76  1.19  -1.94
C  0.15  0.28  2.59
C  -0.69  0.62  0.15
H  -2.32  -3.65  -2.85
H  -3.02  5.28  -3.96
H  2.11  3.58  1.63
H  0.78  2.59  -0.42
H  0.79  0.12  -2.97
H  3.88  -2.98  -3.03
H  -2.08  6.40  1.29
H  1.64  -1.28  3.29
H  3.41  -2.98  -0.40
H  -2.61  0.68  -1.54
H  3.80  2.03  0.98
H  -1.43  6.73  -0.09
H  5.12  -2.82  -1.93
H  -1.63  -2.33  -4.85
H  1.37  3.99  2.91
H  -2.07  -1.32  -5.76
H  1.51  -4.08  3.75
H  -1.81  -3.97  -0.44
H  -0.91  4.28  -0.92
H  0.25  -3.71  1.81
H  0.51  -4.39  0.76
H  -1.26  -1.89  5.48
H  -2.08  -0.57  5.57
H  -0.14  -1.65  6.84
H  3.23  2.55  4.10
H  -4.96  -0.22  -0.89
H  0.75  -3.10  6.96
H  1.60  -0.13  -1.68
H  2.55  -2.78  0.86
H  1.22  0.86  1.01
H  3.86  -2.66  4.94
H  -0.17  1.32  2.96
H  0.02  -3.47  -2.95
H  -2.17  -4.47  -4.25
H  -2.38  6.03  -4.77
H  -4.87  4.53  -1.65
H  -3.39  -1.46  0.97
H  -1.10  -1.45  -2.48
H  -6.33  0.50  -1.14
H  -2.97  -3.41  3.04
H  -0.74  -0.32  2.74
H  -2.65  2.79  -0.82
H  0.79  -1.98  -3.78
H  0.74  -0.56  4.61
H  -3.35  -4.27  -0.68
H  0.77  -0.88  0.95
H  -0.61  3.94  -2.63
H  2.74  -2.87  -5.54
H  1.68  0.52  3.54
H  -0.26  -1.75  -0.91
H  3.66  3.85  -0.58
H  2.26  0.09  -5.02
H  -1.64  1.06  -3.08
H  2.79  5.19  -0.36
H  4.18  0.75  0.44
H  3.21  0.54  -3.77
H  0.96  2.19  -2.06
H  -5.31  5.74  -0.65
H  -2.25  -2.13  3.27
H  -3.84  -2.28  -0.38
H  -1.44  -0.22  0.49
H  -2.64  3.09  -2.51
H  1.68  -2.56  -2.44
H  0.60  -3.54  4.68
H  4.20  -1.67  3.97
H  3.27  3.26  5.47
H  3.28  -1.83  -4.80
H  -1.22  1.30  0.63

=====

No. 2
H18O11V as an isolated structure at a distorted geometry. Source: the OMol25 dataset; level of theory: ωB97M-V/def2-TZVPD.

Summary:
- Net charge: +1
- Spin multiplicity: 1
- Gap between HOMO and LUMO: 8.4 eV
- Lowest unoccupied orbital energy: -0.16336 Eh
- Max |F|: 2.3 eV/A
- DFT total energy: -48496.69289 eV

Cartesian coordinates (Å):
V  -0.64  -0.42  -0.20
O  -1.03  0.37  1.10
O  -2.19  2.36  3.57
O  0.56  0.15  3.61
O  3.15  -0.35  -1.13
O  2.07  1.63  1.12
O  -1.55  -2.26  0.92
O  1.27  -1.20  0.62
O  -0.60  -2.02  -1.90
O  0.10  0.64  -1.13
O  -2.70  0.36  -1.08
O  0.09  2.51  -4.29
H  0.77  0.49  2.73
H  2.79  -0.30  -2.02
H  -2.43  -2.64  0.82
H  -0.53  -1.70  -2.82
H  1.25  -0.50  3.79
H  1.13  -2.07  1.01
H  -2.53  0.50  -2.03
H  2.06  -1.28  0.04
H  -2.27  1.43  3.82
H  2.80  2.14  0.74
H  -0.82  -2.96  -1.98
H  -3.63  0.09  -1.04
H  -1.11  -2.80  1.59
H  2.32  0.71  0.99
H  -1.31  2.43  3.16
H  3.27  0.56  -0.86
H  -0.05  1.63  -3.94
H  -0.24  2.48  -5.20

=====

No. 3
A 9-piece molecular cluster, C48H120ClN8O20 overall at a distorted geometry. Source: the OMol25 dataset; level of theory: ωB97M-V/def2-TZVPD.

Summary:
- Net charge: -1
- Spin multiplicity: 1
- Gap between HOMO and LUMO: 7.9 eV
- Lowest unoccupied orbital energy: 0.08082 Eh
- Max |F|: 4.7 eV/A
- DFT total energy: -117091.98429 eV

Cartesian coordinates (Å):
Cl  -0.90  -0.82  -0.37
O  1.51  -5.95  0.31
O  -0.03  2.70  3.00
O  0.90  4.01  -3.04
O  -1.75  -0.77  0.82
O  5.97  -1.62  -1.95
O  3.69  -0.16  1.83
O  0.51  -0.78  -0.01
O  3.52  5.18  1.42
O  2.29  -4.46  5.17
O  -1.28  -2.06  -1.08
O  4.00  1.36  -5.77
O  -6.11  -0.10  3.30
O  -2.10  6.86  4.97
O  -1.08  0.22  -1.32
O  -5.80  -2.75  -0.55
O  0.80  -0.90  -5.48
O  4.80  2.13  -1.40
O  -3.05  -5.52  1.64
O  -2.65  -0.90  5.76
O  -3.22  1.06  -7.81
N  4.46  2.72  1.71
N  3.58  -0.23  -1.28
N  2.11  4.18  -5.35
N  -1.88  -3.87  3.56
N  -1.82  0.57  -5.38
N  -7.71  -2.29  1.99
N  3.57  -5.96  2.99
N  -1.60  5.23  2.30
C  -2.77  7.70  5.96
C  -1.25  -4.17  2.23
C  3.44  -1.30  2.62
C  -0.82  1.70  3.54
C  -2.60  -2.33  5.42
C  2.65  3.30  -6.40
C  2.68  1.80  -6.04
C  2.34  -6.36  3.71
C  2.27  -5.88  5.17
C  4.11  4.90  2.66
C  4.01  -0.09  -5.78
C  5.13  3.84  2.37
C  -6.34  -2.31  2.57
C  -2.88  5.61  2.94
C  -1.10  0.70  -6.67
C  1.07  -3.94  5.63
C  3.83  1.84  -2.41
C  0.31  3.92  -1.71
C  7.13  -2.39  -2.46
C  -1.66  -5.53  1.73
C  3.57  -6.41  1.63
C  2.51  6.16  1.63
C  0.66  4.12  -5.26
C  3.61  0.42  -2.59
C  -5.34  1.02  3.50
C  -2.59  -0.56  7.09
C  -0.40  3.08  1.76
C  0.15  -0.66  -4.32
C  -4.93  -1.87  -1.35
C  2.72  0.96  2.03
C  2.97  -5.52  0.48
C  -1.80  3.94  1.73
C  -7.80  -3.01  0.66
C  -1.88  -2.53  4.02
C  -5.60  -1.05  2.29
C  -2.90  6.89  3.77
C  3.46  2.21  2.66
C  5.29  3.53  -1.38
C  -1.39  -0.59  -4.51
C  0.03  4.66  -3.94
C  -3.69  -4.95  0.45
C  0.85  -5.28  -0.78
C  -7.17  -2.31  -0.50
C  4.66  -2.38  -2.01
C  -4.36  1.97  -8.04
C  -1.94  1.72  -7.51
C  3.36  -1.71  -1.36
C  0.71  -2.32  -5.85
H  3.76  -4.97  3.02
H  -1.51  -3.48  1.43
H  4.51  0.14  -3.14
H  2.95  2.32  -1.98
H  2.07  6.53  0.70
H  -3.96  6.92  4.06
H  -3.88  -5.68  -0.33
H  -4.91  -0.83  -1.00
H  -3.68  5.59  2.20
H  2.17  1.21  -6.80
H  -4.58  -4.56  0.95
H  -1.72  -1.48  -5.04
H  -0.52  4.63  -1.63
H  3.31  4.51  3.29
H  -2.76  0.34  -5.66
H  3.11  -4.45  0.59
H  -3.72  7.33  6.35
H  -3.14  4.89  3.72
H  1.06  4.00  -0.93
H  5.51  3.90  -2.38
H  3.08  -7.38  1.62
H  -0.72  0.68  3.18
H  4.11  2.32  -3.34
H  0.59  -1.28  -3.54
H  0.56  -2.91  -4.94
H  -5.31  1.49  -8.28
H  -4.52  0.66  4.12
H  2.88  7.02  2.17
H  -8.75  -3.48  0.39
H  -1.41  1.87  -8.46
H  7.43  -2.18  -3.49
H  2.71  -1.95  2.13
H  0.33  5.69  -3.73
H  2.22  -7.44  3.71
H  -2.85  8.67  5.47
H  1.90  0.60  2.65
H  1.44  -6.29  5.74
H  -0.95  -1.97  3.92
H  -6.01  1.64  4.11
H  4.72  5.73  3.02
H  -4.93  1.51  2.62
H  -0.75  1.57  4.62
H  4.62  4.27  -0.92
H  2.83  0.20  -0.75
H  0.52  -4.31  -0.40
H  1.46  -5.92  3.24
H  -5.30  -1.81  -2.37
H  -4.57  2.62  -7.20
H  3.64  -0.49  -6.72
H  -0.12  -2.59  -6.50
H  7.95  -2.24  -1.77
H  -3.08  -4.17  0.01
H  -6.20  -2.56  3.63
H  -0.17  -4.05  2.34
H  -2.56  -1.95  3.39
H  2.50  -1.93  -2.01
H  3.15  -6.16  5.75
H  -1.88  1.94  3.60
H  -0.99  -0.19  -7.28
H  6.29  3.55  -0.95
H  2.02  1.56  -5.21
H  3.56  -0.67  -4.97
H  -2.48  3.36  2.36
H  5.06  -0.38  -5.85
H  3.48  -5.90  -0.41
H  3.20  -2.09  -0.35
H  4.35  -1.83  2.92
H  4.04  2.06  3.57
H  1.44  -5.13  -1.68
H  -4.56  -1.20  2.55
H  4.64  -6.49  1.46
H  3.91  3.09  0.95
H  1.04  -2.87  5.42
H  5.82  4.30  1.66
H  -0.14  2.93  -1.59
H  -8.28  -2.78  2.67
H  -2.78  7.77  3.15
H  2.69  0.16  -3.10
H  1.58  -2.79  -6.31
H  2.42  3.98  -4.41
H  -0.51  2.09  1.30
H  -1.16  -5.80  0.80
H  -2.81  -4.25  3.66
H  0.05  -5.90  -1.18
H  -2.08  -2.87  6.21
H  2.59  2.84  2.83
H  -0.89  5.28  3.02
H  7.11  -3.48  -2.44
H  -1.03  4.46  -3.77
H  -2.86  0.49  7.23
H  -3.90  -2.16  -1.55
H  0.37  0.40  -4.18
H  0.31  3.09  -5.31
H  2.06  3.36  -7.31
H  -3.60  -2.74  5.33
H  -1.90  -0.38  -3.57
H  -2.21  3.84  0.72
H  0.32  -4.36  4.96
H  -0.07  1.06  -6.61
H  -5.86  -3.21  2.18
H  2.18  1.20  1.12
H  0.39  3.56  1.18
H  -1.58  -0.66  7.48
H  -4.09  2.51  -8.95
H  5.61  3.60  3.31
H  0.85  -4.20  6.66
H  -7.24  -3.93  0.83
H  2.91  -1.14  3.56
H  -3.36  -1.12  7.61
H  -2.04  2.68  -7.00
H  -7.27  -1.23  -0.35
H  -1.44  -6.30  2.47
H  -2.09  7.89  6.79
H  -7.76  -2.56  -1.39
H  3.66  3.69  -6.52
H  -5.58  -0.71  1.25
H  4.74  -3.43  -1.72
H  4.42  -2.46  -3.07
H  0.24  4.70  -6.08
H  1.64  5.75  2.15

=====

No. 4
One molecule with the formula C4H10O3 at a distorted geometry. Source: the OMol25 dataset; level of theory: ωB97M-V/def2-TZVPD.

Summary:
- SMILES string: COCC(C)(O)O
- Spin multiplicity: 1
- Gap between HOMO and LUMO: 10.0 eV
- Lowest unoccupied orbital energy: 0.02880 Eh
- Max |F|: 5.6 eV/A
- DFT total energy: -10450.08022 eV

Cartesian coordinates (Å):
O  0.86  0.11  -2.11
O  -1.30  -0.04  0.76
O  1.43  0.69  0.23
C  -0.73  0.27  -0.73
C  0.63  -0.18  -0.42
C  -1.22  1.05  1.65
C  0.88  -1.62  -0.04
H  0.58  -0.64  -2.65
H  0.87  -1.71  1.04
H  0.11  -2.27  -0.45
H  -0.18  1.33  1.88
H  -1.74  1.94  1.27
H  1.86  -1.91  -0.42
H  -1.34  -0.42  -1.31
H  1.82  1.32  -0.39
H  -1.70  0.75  2.59
H  -0.85  1.34  -0.90

=====

No. 5
C2H3N3O2 as an isolated structure at a distorted geometry. Source: the OMol25 dataset; level of theory: ωB97M-V/def2-TZVPD.

Summary:
- Spin multiplicity: 1
- Gap between HOMO and LUMO: 9.3 eV
- Lowest unoccupied orbital energy: 0.02260 Eh
- Max |F|: 1.6 eV/A
- DFT total energy: -10684.21126 eV

Cartesian coordinates (Å):
O  1.11  -1.42  1.69
O  0.84  0.83  1.47
N  -1.10  0.70  -1.46
N  0.72  -0.46  -0.46
N  -0.58  0.76  0.89
C  0.80  -0.38  0.94
C  -0.29  0.39  -0.45
H  1.18  -2.18  1.09
H  -0.94  0.30  -2.37
H  -1.74  1.47  -1.35